C24H65N22O14PS2 | ωB97M-V/def2-TZVPD

The geometry in XYZ format:
```
128
Properties=species:S:1:pos:R:3:mulliken_charge:R:1
C 4.859 -4.405 0.504 -1.014
C 3.311 -4.431 1.138 -0.214
N 2.818 -3.002 1.169 0.386
C 1.448 -2.860 1.794 0.440
C 0.737 -4.265 2.247 -0.945
C 2.928 -2.307 -0.170 -0.186
S 4.157 -1.130 -0.504 -0.178
S 1.722 -2.600 -1.623 -0.045
C 1.885 -1.231 -2.891 -0.778
C 1.096 0.172 -2.475 0.049
C 2.160 1.404 -2.220 -0.800
C 1.895 2.265 -0.849 0.034
C 1.807 1.507 0.602 -0.021
C 0.400 0.787 1.067 0.567
C -0.951 1.696 0.745 0.375
O -1.188 2.829 1.413 -0.544
O -1.901 1.220 -0.279 -0.495
O 1.847 2.682 1.534 -0.356
C 3.015 3.528 1.217 0.344
O 3.853 4.213 1.999 -0.596
C 3.066 3.353 -0.445 -0.267
P 4.906 2.919 -0.717 0.326
N 5.409 3.056 -2.260 -0.739
H 5.361 -5.458 0.713 0.360
H 4.871 -4.260 -0.661 0.228
H 5.464 -3.545 1.070 0.243
H 3.451 -4.905 2.224 0.303
H 2.667 -5.149 0.438 0.098
H 1.561 -2.133 2.730 -0.064
H 0.686 -2.319 1.060 -0.358
H 0.555 -5.030 1.362 0.270
H 1.326 -4.805 3.131 0.198
H -0.318 -3.978 2.725 0.335
H 1.415 -1.651 -3.902 0.210
H 3.019 -0.984 -3.166 0.392
H 0.307 0.026 -1.618 -0.188
H 0.464 0.463 -3.445 0.460
H 2.033 2.173 -3.124 0.293
H 3.281 1.023 -2.305 0.348
H 0.915 2.942 -0.917 0.316
H 2.739 0.897 0.996 0.203
H 0.230 -0.251 0.542 -0.580
H 0.488 0.553 2.232 0.383
H -1.718 0.255 -0.500 0.364
H 2.965 4.458 -0.841 0.382
H 5.180 1.560 -0.248 0.051
H 5.684 3.804 0.111 0.083
H 6.167 3.801 -2.250 0.229
C 0.031 -2.797 5.689 0.572
O 0.466 -3.188 4.618 -0.449
N 0.399 -1.626 6.240 -0.440
N -0.855 -3.501 6.415 -0.445
H 0.052 -1.287 7.121 0.152
H 1.065 -1.064 5.725 0.234
H -1.159 -4.389 6.036 0.227
H -1.225 -3.196 7.299 0.153
C 1.784 -7.726 -0.625 0.619
O 1.887 -7.077 0.404 -0.633
N 1.688 -9.068 -0.633 -0.427
N 1.758 -7.157 -1.844 -0.134
H 1.603 -9.619 -1.470 0.163
H 1.704 -9.536 0.264 0.215
H 1.828 -6.149 -1.883 0.053
H 1.674 -7.674 -2.703 0.223
C 4.753 -2.595 7.026 0.538
O 5.868 -2.851 6.602 -0.653
N 4.508 -2.346 8.326 -0.355
N 3.668 -2.538 6.233 -0.178
H 3.596 -2.133 8.694 0.150
H 5.298 -2.379 8.957 0.213
H 3.808 -2.719 5.248 0.114
H 2.741 -2.328 6.564 0.165
C -4.496 5.326 3.297 0.568
O -4.855 6.286 3.961 -0.664
N -5.102 4.966 2.151 -0.396
N -3.463 4.542 3.653 -0.332
H -4.820 4.179 1.591 0.183
H -5.885 5.530 1.848 0.169
H -2.979 4.777 4.510 0.207
H -3.152 3.747 3.120 0.163
C -5.444 5.341 -2.180 0.523
O -5.974 5.964 -3.087 -0.762
N -4.623 4.298 -2.397 -0.303
N -5.633 5.643 -0.883 -0.124
H -4.177 3.773 -1.664 0.129
H -4.454 4.038 -3.360 0.212
H -6.244 6.422 -0.676 0.250
H -5.205 5.142 -0.122 0.148
C -0.451 -6.206 -4.856 0.649
O 0.348 -6.831 -4.176 -0.642
N -1.457 -6.798 -5.524 -0.390
N -0.395 -4.870 -5.000 -0.354
H -2.125 -6.301 -6.089 0.155
H -1.535 -7.804 -5.443 0.277
H 0.349 -4.385 -4.514 0.144
H -1.043 -4.338 -5.556 0.147
C -8.776 8.295 -1.721 0.681
O -7.978 7.670 -1.040 -0.693
N -9.783 7.703 -2.388 -0.399
N -8.720 9.632 -1.864 -0.405
H -10.450 8.201 -2.953 0.163
H -9.861 6.698 -2.307 0.218
H -7.977 10.116 -1.378 0.216
H -9.368 10.164 -2.420 0.160
C 4.472 5.556 5.908 0.564
O 4.574 6.205 6.938 -0.675
N 4.376 4.214 5.901 -0.318
N 4.445 6.125 4.690 -0.310
H 4.291 3.663 5.064 0.171
H 4.391 3.746 6.798 0.196
H 4.515 7.134 4.651 0.181
H 4.362 5.608 3.831 0.245
C 0.436 -10.720 -5.157 0.676
O 1.291 -10.551 -4.303 -0.647
N -0.244 -11.874 -5.288 -0.406
N 0.096 -9.768 -6.045 -0.423
H -0.952 -12.032 -5.985 0.155
H -0.019 -12.617 -4.639 0.229
H 0.585 -8.884 -5.982 0.217
H -0.605 -9.889 -6.756 0.175
C -4.577 7.781 -6.298 0.642
O -4.966 6.907 -7.056 -0.664
N -4.862 7.783 -4.983 -0.276
N -3.829 8.821 -6.709 -0.385
H -4.551 8.495 -4.343 0.149
H -5.423 7.018 -4.632 0.245
H -3.592 8.858 -7.692 0.223
H -3.500 9.551 -6.100 0.161
```

Values from the calculation:
E_LUMO: -0.79 eV
E_tot: -118348.9471 eV
SMILES string: CCN(CC)C(=S)SCCC[C@H]1[C@H](CC(=O)O)OC(=O)[C@H]1[PH2]=N.NC(N)=O.NC(N)=O.NC(N)=O.NC(N)=O.NC(N)=O.NC(N)=O.NC(N)=O.NC(N)=O.NC(N)=O.NC(N)=O
Charge: 0

---

C24H66N4O11 | ωB97M-V/def2-TZVPD

The geometry in XYZ format:
```
105
Properties=species:S:1:pos:R:3:mulliken_charge:R:1
C 3.002 -1.445 5.070 -0.913
O 2.106 -2.537 5.019 -0.150
C 1.367 -2.685 6.181 -0.547
C 0.548 -3.894 6.042 -0.906
N -0.722 -3.648 5.359 -0.062
C -1.710 -4.743 5.546 -0.749
C -3.044 -4.445 4.883 -0.569
O -2.742 -4.198 3.535 -0.222
C -3.844 -3.915 2.630 -0.880
H 3.497 -1.212 4.127 0.282
H 3.652 -1.586 5.934 0.360
H 2.554 -0.467 5.245 0.308
H 0.934 -1.746 6.526 0.382
H 2.079 -3.029 6.931 0.363
H 0.282 -4.243 7.040 0.440
H 1.074 -4.788 5.707 0.340
H -1.142 -2.763 5.603 0.173
H -1.842 -4.852 6.622 0.453
H -1.307 -5.664 5.126 0.315
H -3.367 -3.484 5.284 0.276
H -3.817 -5.214 4.885 0.401
H -4.513 -3.111 2.936 0.381
H -4.484 -4.783 2.471 0.346
H -3.442 -3.565 1.679 0.216
C 4.182 -8.027 2.673 -0.420
C 3.782 -8.697 1.338 -0.341
O 2.411 -8.463 1.053 -0.491
O 4.684 -6.754 2.335 -0.487
H 5.021 -8.526 3.158 0.327
H 3.321 -8.021 3.340 0.242
H 3.929 -9.772 1.436 0.317
H 4.448 -8.502 0.497 0.239
H 2.316 -7.510 0.995 0.306
H 3.866 -6.278 2.170 0.308
C 0.211 -1.298 1.476 -0.589
C 1.177 -2.382 0.972 -0.156
O 0.826 -3.669 1.497 -0.433
O -1.021 -1.637 1.069 -0.479
H 0.378 -0.300 1.072 0.344
H 0.271 -1.123 2.550 0.236
H 2.192 -2.199 1.322 0.247
H 1.133 -2.487 -0.112 0.281
H 0.330 -3.447 2.288 0.207
H -1.402 -2.361 1.572 0.305
C -0.486 3.137 7.059 -0.064
C -1.960 3.211 7.213 -0.569
O -2.441 2.016 6.783 -0.490
O -0.044 4.476 6.950 -0.554
H -0.107 2.664 6.153 0.251
H -0.169 2.685 7.998 0.210
H -2.478 4.026 6.707 0.332
H -2.191 3.390 8.263 0.275
H -2.847 2.137 5.921 0.315
H -0.450 5.072 7.584 0.292
C -4.232 4.229 0.664 -1.313
C -5.386 3.263 0.492 0.362
C -5.715 2.795 -0.908 -0.597
O -6.115 3.803 -1.819 -0.328
C -6.791 3.321 -2.962 -0.778
N -5.124 2.162 1.475 -0.663
H -3.351 3.640 0.410 0.304
H -4.003 4.561 1.676 0.331
H -4.351 5.029 -0.067 0.334
H -6.321 3.722 0.815 0.325
H -6.454 1.996 -0.855 0.340
H -4.811 2.289 -1.247 0.286
H -7.829 3.016 -2.829 0.305
H -6.222 2.587 -3.532 0.314
H -6.880 4.140 -3.676 0.282
H -5.946 1.575 1.491 0.266
H -4.375 1.576 1.134 0.233
C 1.725 -0.279 -9.382 -1.445
C 0.384 0.417 -9.026 0.659
C -0.074 0.345 -7.615 -0.725
O -0.648 -0.951 -7.313 -0.338
C -1.251 -1.070 -6.038 -0.704
N 0.510 1.817 -9.368 -0.743
H 1.864 -0.394 -10.457 0.381
H 1.688 -1.283 -8.959 0.355
H 2.576 0.274 -8.985 0.375
H -0.436 0.018 -9.623 0.202
H -0.887 1.038 -7.400 0.321
H 0.630 0.478 -6.793 0.319
H -1.849 -1.971 -5.900 0.250
H -1.863 -0.208 -5.771 0.281
H -0.421 -1.113 -5.334 0.293
H 0.968 1.739 -10.264 0.263
H -0.380 2.210 -9.641 0.254
C 4.540 6.037 -6.314 -1.351
C 4.675 6.547 -4.873 0.626
C 4.868 5.559 -3.762 -0.747
O 3.829 4.648 -3.907 -0.252
C 3.762 3.551 -3.071 -0.775
N 5.622 7.644 -4.852 -0.771
H 5.297 5.263 -6.445 0.297
H 4.635 6.795 -7.092 0.424
H 3.561 5.562 -6.375 0.297
H 3.776 7.125 -4.660 0.181
H 4.753 6.035 -2.788 0.364
H 5.851 5.088 -3.786 0.372
H 3.688 3.879 -2.034 0.286
H 4.601 2.870 -3.219 0.313
H 2.964 2.854 -3.327 0.251
H 5.560 8.163 -3.988 0.243
H 5.391 8.265 -5.614 0.242
```

Values from the calculation:
E_LUMO: 0.22 eV
E_tot: -54432.9302 eV
Energy above the lowest of the compared OMol25 structures with the same formula, charge and spin: 475.1 kJ/mol
SMILES string: COC[C@H](C)N.COC[C@H](C)N.COC[C@H](C)N.COCCNCCOC.OCCO.OCCO.OCCO
Charge: 0

---

Sequential highest occupied orbital energy output: -0.316; -0.320 Ha
Sequential HOMO-LUMO gap output: 7.81; 8.93 eV